84
Properties=species:S:1:pos:R:3:forces:R:3:mulliken_spin:R:1 method="wB97M-V/def2-TZVPD" homo_energy_ev="-10.611 / -10.617" relative_energy_kcal_mol=22.3 spin_multiplicity=4 charge=+1 total_energy_ha=-6066.77592 orbital_gap_ev="7.34 / 3.91"
Mn 0.23335 -1.22351 0.40528 0.9 0.1 0.3 2.117
N 2.66390 -0.75614 2.77198 0.0 0.0 0.0 0.013
C 2.99942 -1.49935 1.67132 0.1 0.2 0.2 0.008
N 4.18357 -2.05025 1.47019 0.0 0.0 -0.1 -0.003
N 4.07855 -2.61298 0.25003 0.2 0.0 0.1 0.014
N 2.91412 -2.42162 -0.24765 -0.1 0.1 -0.1 0.001
N 2.17950 -1.69740 0.63725 -0.3 0.0 -0.1 -0.080
C 1.35077 -0.45435 3.07460 0.4 0.0 -0.1 0.013
N 0.96222 0.17888 4.15551 -0.2 -0.1 -0.2 0.000
N -0.38245 0.26897 4.00833 -0.1 0.1 0.1 0.008
N -0.77068 -0.26901 2.91607 0.0 0.0 0.1 0.001
N 0.32384 -0.76168 2.27814 -0.2 -0.1 -0.1 -0.065
H 3.35143 -0.65565 3.50244 -0.1 0.0 0.0 -0.001
C -4.89090 3.43089 1.07113 0.0 0.0 0.0 0.000
C -3.96392 2.29201 0.74521 0.1 0.0 0.0 0.004
C -4.45601 1.00418 0.49887 0.0 0.0 0.0 -0.004
C -3.62419 -0.07104 0.25158 -0.3 0.1 0.1 -0.003
C -4.24533 -1.41701 -0.01922 0.0 0.0 0.0 -0.001
O -5.17540 -1.47487 -0.79249 0.0 0.0 0.0 0.000
C -3.74268 -2.63231 0.68415 0.0 0.0 0.0 0.001
C -3.04576 -2.53881 1.88315 0.0 0.0 0.0 0.004
C -2.62185 -3.69008 2.52901 0.0 0.0 0.0 -0.001
C -2.89028 -4.93461 1.97400 0.0 0.0 0.0 0.001
C -3.59206 -5.02982 0.77722 0.0 0.0 0.0 0.000
C -4.02501 -3.88032 0.13671 0.0 0.0 0.0 0.003
C -2.24421 0.13592 0.21009 0.3 -0.2 0.1 -0.012
O -1.46264 -0.89785 -0.00810 -0.7 0.0 -0.4 0.031
C -1.72050 1.43027 0.35873 0.1 0.2 0.0 0.000
C -2.60055 2.48551 0.65941 -0.2 0.1 0.0 -0.005
C -0.31301 1.68643 0.14865 -0.1 0.0 0.2 -0.082
N 0.58201 0.74490 0.01054 0.2 -0.2 -0.2 0.006
C 1.95038 1.10115 -0.36897 0.1 -0.1 0.0 0.085
C 2.32965 0.43712 -1.68902 0.0 0.0 0.0 -0.063
Te 1.19885 1.24003 -3.29136 -0.2 -0.1 -0.1 0.964
C 2.02347 3.10864 -3.42154 0.1 -0.1 0.0 0.010
C 1.41463 3.99494 -4.31879 0.0 0.1 0.0 0.041
C 1.93057 5.26919 -4.46052 0.0 0.0 0.0 -0.029
C 3.04362 5.65132 -3.72144 0.0 0.0 0.0 0.093
C 3.64979 4.76580 -2.83658 0.0 -0.1 0.0 -0.030
C 3.14747 3.48717 -2.68044 0.0 0.2 0.0 0.009
C 0.10291 3.12042 0.08826 -0.1 0.0 0.1 -0.073
C 0.87805 3.65390 1.11407 0.0 0.0 0.0 0.003
C 1.25323 4.98743 1.07498 0.0 0.0 0.0 0.001
C 0.85882 5.79042 0.01214 0.0 0.0 0.0 -0.001
C 0.07432 5.26292 -1.00377 0.0 0.0 0.0 0.013
C -0.31453 3.93156 -0.96002 0.0 0.0 0.0 0.033
H -5.90409 3.07447 1.24261 0.0 0.0 0.0 0.000
H -4.92737 4.15447 0.25612 0.0 0.0 0.0 0.000
H -4.56374 3.95652 1.96750 0.0 0.0 0.0 0.000
H -5.52436 0.82294 0.51639 0.0 0.0 0.0 0.000
H -2.82663 -1.57317 2.31929 0.0 0.0 0.0 -0.001
H -2.09009 -3.61136 3.46887 0.0 0.0 0.0 0.000
H -2.56914 -5.83385 2.48517 0.0 0.0 0.0 0.000
H -3.81797 -6.00002 0.35495 0.0 0.0 0.0 0.000
H -4.58212 -3.93163 -0.78830 0.0 0.0 0.0 0.000
H -2.20081 3.47542 0.84286 0.0 0.0 0.0 0.000
H 2.64458 0.74066 0.38814 0.0 0.0 0.1 -0.008
H 2.07810 2.17790 -0.43973 0.0 0.0 0.0 -0.010
H 2.10477 -0.62830 -1.70672 0.0 -0.1 0.0 0.046
H 3.38457 0.55362 -1.93208 0.0 0.1 0.0 -0.022
H 0.54537 3.69745 -4.89235 0.0 0.0 0.0 -0.004
H 1.46709 5.96370 -5.14613 0.0 0.0 0.0 0.000
H 3.44516 6.64784 -3.83742 0.0 0.0 0.0 0.003
H 4.51760 5.07241 -2.26976 0.0 0.0 0.0 -0.001
H 3.62639 2.80921 -1.98955 0.0 0.0 0.0 -0.006
H 1.16981 3.02779 1.94921 0.0 0.0 0.0 0.000
H 1.84553 5.40091 1.87903 0.0 0.0 0.0 0.000
H 1.14414 6.83254 -0.01101 0.0 0.0 0.0 0.000
H -0.25603 5.89390 -1.81716 0.0 0.0 0.0 0.000
H -0.96637 3.52610 -1.72596 0.0 0.0 0.0 0.002
C 0.00031 -6.40406 -0.40277 0.0 0.0 -0.1 0.002
As 1.12159 -4.84893 -0.28927 0.0 0.0 0.2 -0.002
C 2.51318 -5.16248 -1.57160 0.0 0.0 -0.1 -0.001
C 1.83034 -4.82949 1.49205 0.0 0.0 0.0 0.001
S -0.26705 -3.25059 -0.62817 0.0 0.1 0.0 -0.023
H 0.58449 -7.29993 -0.19601 0.0 0.0 0.0 0.000
H -0.40972 -6.45235 -1.41147 0.0 0.0 0.0 0.000
H -0.81606 -6.30439 0.31052 0.0 0.0 0.0 -0.001
H 2.78038 -6.21704 -1.49785 0.0 0.0 0.0 0.000
H 3.36768 -4.52554 -1.36615 0.0 0.0 0.0 0.000
H 2.10882 -4.95285 -2.56115 0.0 0.0 0.0 0.000
H 2.04953 -5.85468 1.78763 0.0 0.0 0.0 0.000
H 1.05985 -4.41004 2.13873 0.0 0.0 0.0 0.000
H 2.73579 -4.22853 1.53237 0.0 -0.1 0.0 0.000